No. 1
This record from the Open Molecules 2025 dataset describes C6H12 in the gas phase. The level of theory is the ωB97M-V functional and the def2-TZVPD basis.

Each line ends with the Löwdin charge.
Geometry (Å):
C -1.899117 0.491435 0.675560  -0.12
C -1.328466 -0.919944 0.533842  -0.26
C 0.203619 -0.998962 0.479899  -0.20
C 0.815210 -0.309785 -0.721979  -0.31
C 2.176584 0.323670 -0.657439  -0.13
C 0.954261 1.187347 -0.782163  -0.15
H -1.523200 1.157581 -0.105205  0.06
H -1.633751 0.933062 1.643500  0.08
H -2.991621 0.482964 0.600876  0.07
H -1.679376 -1.533986 1.372831  0.10
H -1.738261 -1.384919 -0.372303  0.11
H 0.497120 -2.057557 0.459042  0.11
H 0.633355 -0.583720 1.402911  0.12
H 0.575856 -0.790512 -1.670358  0.14
H 2.693188 0.326941 0.299793  0.10
H 2.830651 0.234701 -1.520012  0.09
H 0.762331 1.682613 -1.731347  0.10
H 0.651624 1.759074 0.092553  0.10

Force components x, y, z for each atom (eV/Å):
C -0.012 0.074 -0.011
C -0.031 -0.085 -0.014
C 0.039 0.030 0.034
C -0.118 -0.071 -0.057
C 0.202 -0.029 0.004
C -0.073 0.159 -0.001
H -0.105 -0.125 0.082
H -0.007 -0.062 -0.117
H 0.139 -0.035 0.067
H 0.032 0.056 -0.113
H 0.067 0.055 0.069
H -0.019 0.154 0.041
H -0.077 0.041 -0.127
H 0.016 0.099 0.125
H -0.108 -0.050 -0.154
H -0.102 -0.007 0.146
H 0.058 -0.078 0.193
H 0.099 -0.126 -0.166

As for the total charge: 0. The spin multiplicity is 1. Its SMILES is CCCC1CC1. The value obtained for the energy above the lowest of the compared OMol25 structures with the same formula, charge and spin is 1.055 eV. The calculated total energy is -6415.8860 eV.



No. 2
This record from the Open Molecules 2025 dataset describes C6H12 in the gas phase. The level of theory is the ωB97M-V functional and the def2-TZVPD basis.

Each line ends with the Löwdin charge.
Geometry (Å):
C -0.947536 1.307399 -0.206031  -0.08
C -0.085302 0.304004 -0.950598  -0.31
C -0.147736 -1.099866 -0.422886  -0.25
C -1.278412 -1.621906 0.448938  -0.07
C 1.113144 -0.226682 -0.219317  -0.25
C 1.771534 0.787507 0.708403  -0.08
H -0.501327 2.306359 -0.138840  0.08
H -1.149959 0.984055 0.821312  0.07
H -1.914291 1.392682 -0.711154  0.08
H 0.061262 0.536470 -2.004053  0.13
H 0.097300 -1.850754 -1.174989  0.12
H -2.178956 -1.756024 -0.171481  0.08
H -1.556157 -0.972285 1.281239  0.06
H -1.030237 -2.606298 0.858891  0.07
H 1.878958 -0.652714 -0.867163  0.12
H 1.152627 1.200240 1.507126  0.07
H 1.982121 1.622342 0.019328  0.08
H 2.738195 0.483150 1.121453  0.07

Force components x, y, z for each atom (eV/Å):
C -0.056 0.042 -0.006
C -0.065 0.140 -0.236
C 0.008 -0.140 -0.028
C 0.073 0.064 0.126
C 0.109 0.096 -0.187
C -0.023 0.052 0.096
H -0.013 -0.140 -0.163
H 0.091 0.099 -0.226
H 0.062 0.096 0.078
H -0.353 -0.301 -0.016
H 0.027 0.116 0.133
H 0.264 0.078 0.119
H 0.130 -0.073 -0.071
H 0.037 0.162 0.004
H -0.109 0.238 -0.058
H -0.008 -0.244 -0.017
H 0.102 -0.055 0.395
H -0.274 -0.231 0.059

As for the total charge: 0. The spin multiplicity is 1. Its SMILES is C[C@H]1[C@@H](C)[C@H]1C. The value obtained for the energy above the lowest of the compared OMol25 structures with the same formula, charge and spin is 1.737 eV. The calculated total energy is -6415.2039 eV.



no.,LUMO energy (Ha)
1,0.047
2,0.041